[1]
Here is 2 unconnected molecules or ions with the total composition CH3O4 in a non-equilibrium geometry from OMol25. Energies are from ωB97M-V/def2-TZVPD.

The geometry in XYZ format:
```
8
Properties=species:S:1:pos:R:3:forces:R:3:lowdin_charge:R:1
C -0.851 -0.307 0.126 0.238 -0.695 -0.493 0.04
O 2.969 -0.111 -0.017 0.023 0.617 -0.590 0.25
O -1.503 0.754 0.303 -0.614 1.091 0.137 0.17
O 0.907 0.380 -0.420 0.438 0.112 -0.345 0.05
O 1.808 -0.242 0.248 -0.293 -0.968 1.056 -0.01
H -0.916 -0.885 -0.800 -0.023 0.245 0.120 0.15
H -0.552 -0.821 1.040 0.055 0.178 -0.120 0.15
H -1.861 1.233 -0.480 0.176 -0.580 0.235 0.19
```
Positions in Å, forces in eV/Å.

The value obtained for the energy above the lowest of the compared OMol25 structures with the same formula, charge and spin is 570.09 kJ/mol. The HOMO energy (spin up / spin down) is -17.956 / -17.956 eV. Its multiplicity is 1. Its net charge is +1.

=====

[2]
Here is a molecular structure, C5H14N2O in a non-equilibrium geometry from OMol25. Energies are from ωB97M-V/def2-TZVPD.

The geometry in XYZ format:
```
22
Properties=species:S:1:pos:R:3:forces:R:3:lowdin_charge:R:1
C 1.299 0.216 -0.123 -0.629 -0.211 -1.865 -0.39
C 2.200 -0.836 -0.741 0.266 0.263 0.116 -0.11
N 1.537 0.355 1.288 -0.222 -0.033 0.208 0.01
H 1.545 -0.548 1.750 -0.039 0.062 0.021 0.06
H 0.831 0.934 1.729 0.052 -0.128 0.043 0.06
H 1.446 1.193 -0.599 0.297 0.067 0.013 0.10
H 0.155 -0.067 -0.966 2.331 0.285 2.654 0.14
H 3.256 -0.608 -0.567 0.021 -0.077 0.003 0.07
H 2.041 -0.909 -1.817 -0.024 -0.015 -0.019 0.07
H 1.992 -1.817 -0.308 0.007 -0.061 0.021 0.07
C -1.757 1.958 0.221 0.043 0.058 -0.134 -0.06
C -0.984 -1.631 0.520 0.613 0.138 0.060 0.00
C -1.010 -0.292 -0.150 -2.312 0.355 -1.744 -0.55
O -1.412 0.675 0.736 0.660 -0.643 -0.613 -0.10
N -1.217 -0.281 -1.496 -1.033 -0.051 1.137 0.04
H -1.386 0.659 -1.845 -0.052 0.013 0.098 0.03
H -2.620 1.897 -0.446 0.055 -0.036 0.057 0.09
H -0.916 2.415 -0.308 -0.019 -0.095 0.028 0.09
H -2.003 2.568 1.087 -0.012 -0.057 -0.043 0.09
H -2.017 -1.958 0.652 0.036 0.165 -0.048 0.10
H -0.475 -2.355 -0.110 0.002 0.053 -0.021 0.09
H -0.505 -1.565 1.494 -0.040 -0.052 0.028 0.08
```
Positions in Å, forces in eV/Å.

The value obtained for the energy above the lowest of the compared OMol25 structures with the same formula, charge and spin is 503.76 kJ/mol. The HOMO energy is -6.924 eV. Its multiplicity is 1.

=====

[3]
Here is 2 unconnected molecules or ions with the total composition CHF4N2O in a non-equilibrium geometry from OMol25. Energies are from ωB97M-V/def2-TZVPD.

The geometry in XYZ format:
```
9
Properties=species:S:1:pos:R:3:forces:R:3:lowdin_charge:R:1
C -0.450 -1.196 0.024 3.934 -0.761 1.237 -0.44
N 0.431 -0.213 -0.174 -0.410 -0.530 -0.511 0.17
N 0.492 2.316 -0.542 0.068 -1.186 0.789 0.23
O -1.668 -1.001 0.016 -3.952 0.073 -0.621 0.27
F 1.671 -0.596 0.268 -0.748 0.486 -0.266 0.03
F 0.068 -2.363 0.339 -0.970 0.492 -0.471 0.22
F 0.094 2.538 0.685 0.830 0.223 -0.821 0.12
F 1.782 2.201 -0.530 -0.837 0.386 0.449 0.14
H -2.420 -1.685 -0.085 2.084 0.818 0.215 0.25
```
Positions in Å, forces in eV/Å.

The value obtained for the energy above the lowest of the compared OMol25 structures with the same formula, charge and spin is 616.05 kJ/mol. The HOMO energy (spin up / spin down) is -16.372 / -15.259 eV. Its multiplicity is 1. Its net charge is +1.

=====

[4]
Here is a molecular structure, C38H54BBr2IN7Ni in a non-equilibrium geometry from OMol25. Energies are from ωB97M-V/def2-TZVPD.

The geometry in XYZ format:
```
104
Properties=species:S:1:pos:R:3:forces:R:3:lowdin_charge:R:1
Ni -0.635 0.061 0.795 0.993 0.386 -1.686 0.52
C 1.540 0.905 4.020 0.005 0.184 -0.007 -0.06
C 1.061 2.196 3.350 -0.244 -0.261 0.106 -0.35
C -0.417 2.476 3.586 0.262 -0.026 -0.013 -0.07
C 1.437 2.135 1.904 0.573 0.430 -0.500 -0.27
C 2.511 2.836 1.379 -0.309 -0.279 -0.138 0.03
C 2.624 2.458 0.050 0.164 0.267 0.670 -0.19
C 3.646 3.157 -0.802 0.051 0.044 -0.406 -0.34
C 4.287 2.399 -1.957 -0.010 0.065 0.204 -0.05
C 3.053 4.490 -1.278 0.165 -0.092 0.184 -0.05
N 1.655 1.553 -0.194 0.384 0.297 -0.362 0.04
N 0.931 1.363 0.933 -0.860 -0.337 0.890 0.01
B 1.403 0.669 -1.450 -0.452 -0.313 0.551 -0.49
N 1.585 -0.801 -0.991 0.352 -0.062 -0.425 0.07
N 0.866 -1.249 0.063 -0.834 -0.338 1.134 0.06
C 1.226 -2.512 0.317 0.395 0.318 -0.361 -0.25
C 2.188 -2.887 -0.613 -0.132 0.272 -0.030 0.03
C 2.400 -1.782 -1.428 -0.075 -0.715 0.176 -0.16
C 3.438 -1.853 -2.518 0.234 0.237 -0.134 -0.34
C 4.833 -1.744 -1.887 -0.163 -0.138 -0.108 -0.05
C 3.333 -0.910 -3.712 -0.086 -0.187 0.119 -0.06
C 0.689 -3.359 1.424 -0.175 0.014 0.063 -0.39
C 1.721 -4.389 1.872 -0.094 0.192 0.022 -0.06
C -0.597 -4.054 0.973 0.092 0.115 0.200 -0.05
N -0.067 0.790 -1.952 0.165 0.237 -0.595 0.05
N -1.044 0.295 -1.169 -0.556 -0.184 0.747 0.02
C -2.202 0.319 -1.840 0.384 0.204 -0.234 -0.24
C -1.959 0.865 -3.090 0.184 -0.006 0.246 0.03
C -0.599 1.152 -3.136 -0.602 0.050 -0.120 -0.19
C -0.017 1.734 -4.391 0.315 -0.041 -0.163 -0.34
C 0.037 0.649 -5.474 -0.086 0.188 0.058 -0.04
C 1.326 2.440 -4.287 -0.227 -0.045 -0.017 -0.06
C -3.488 -0.240 -1.316 -0.039 -0.105 0.162 -0.36
C -4.561 -0.290 -2.399 0.146 0.099 0.230 -0.06
C -3.230 -1.631 -0.736 0.024 0.349 0.102 -0.06
H 1.158 0.829 5.034 -0.040 -0.070 0.176 0.08
H 1.216 0.038 3.448 -0.004 -0.154 0.030 0.02
H 2.627 0.890 4.054 0.088 -0.090 0.004 0.09
H 1.623 3.029 3.787 -0.024 -0.097 -0.155 0.14
H -1.029 1.726 3.093 -0.174 0.041 0.009 -0.03
H -0.638 2.454 4.649 -0.078 -0.021 0.155 0.09
H -0.686 3.456 3.199 -0.108 0.036 -0.085 0.08
H 3.134 3.528 1.908 0.177 0.189 0.067 0.13
H 4.451 3.398 -0.097 -0.145 -0.053 -0.054 0.14
H 3.657 2.419 -2.838 -0.073 -0.129 -0.138 0.05
H 5.229 2.878 -2.216 0.081 0.038 -0.043 0.09
H 4.495 1.372 -1.673 0.051 -0.135 -0.088 0.06
H 2.205 4.325 -1.935 -0.092 -0.012 -0.145 0.05
H 2.712 5.077 -0.430 -0.050 0.114 0.066 0.08
H 3.807 5.061 -1.813 0.050 0.093 -0.127 0.09
H 2.157 0.936 -2.287 0.292 0.163 -0.351 0.09
H 2.679 -3.836 -0.683 0.144 -0.155 -0.071 0.12
H 3.342 -2.875 -2.910 -0.039 0.156 0.103 0.14
H 4.967 -0.777 -1.410 0.018 0.139 0.068 0.07
H 4.978 -2.517 -1.137 0.077 -0.058 0.102 0.08
H 5.594 -1.856 -2.655 0.134 -0.009 -0.062 0.09
H 3.741 0.069 -3.481 -0.049 0.178 0.018 0.05
H 3.919 -1.318 -4.533 0.012 -0.019 -0.066 0.09
H 2.303 -0.807 -4.042 -0.052 0.065 -0.074 0.06
H 0.475 -2.706 2.275 0.011 -0.083 -0.079 0.06
H 1.881 -5.129 1.093 0.085 -0.142 -0.095 0.08
H 2.668 -3.910 2.101 0.136 -0.014 0.041 0.09
H 1.372 -4.908 2.760 -0.050 -0.087 0.100 0.08
H -0.391 -4.695 0.120 0.008 -0.089 -0.120 0.09
H -1.001 -4.668 1.776 -0.096 -0.091 0.088 0.08
H -1.349 -3.328 0.674 -0.148 0.047 -0.042 0.04
H -2.666 1.036 -3.874 -0.117 0.024 -0.202 0.12
H -0.756 2.479 -4.712 0.062 -0.097 0.085 0.14
H 0.729 -0.138 -5.189 0.082 -0.109 0.013 0.06
H -0.939 0.202 -5.631 -0.109 -0.071 -0.057 0.08
H 0.377 1.082 -6.410 0.054 0.026 -0.167 0.09
H 2.137 1.721 -4.317 0.175 -0.041 0.105 0.06
H 1.447 3.108 -5.136 0.041 0.092 -0.058 0.09
H 1.381 3.021 -3.372 0.143 0.118 0.072 0.06
H -3.852 0.407 -0.512 0.026 -0.040 -0.098 0.11
H -4.240 -0.914 -3.228 0.028 -0.094 -0.159 0.09
H -5.481 -0.704 -1.995 -0.111 -0.058 0.038 0.08
H -4.776 0.706 -2.772 -0.073 0.113 -0.114 0.08
H -2.956 -2.325 -1.526 0.115 -0.102 -0.029 0.10
H -2.399 -1.573 -0.024 -0.132 -0.260 0.014 0.01
H -4.117 -2.008 -0.232 -0.066 -0.086 0.109 0.08
Br -0.716 3.631 -0.447 -0.130 0.072 0.104 0.95
C -2.123 3.110 0.701 0.095 0.102 -0.185 -0.69
C -2.950 4.131 1.152 -0.005 -0.065 -0.062 -0.10
C -4.076 3.797 1.877 0.157 -0.208 -0.051 -0.03
C -4.327 2.454 2.113 0.086 -0.020 -0.062 -0.03
C -3.417 1.519 1.656 -0.452 0.194 0.294 -0.21
N -2.306 1.824 0.979 0.264 -0.114 0.164 0.01
H -2.707 5.154 0.913 -0.013 0.037 -0.038 0.10
H -4.747 4.561 2.231 -0.093 0.122 0.068 0.12
H -5.204 2.135 2.649 -0.102 -0.079 0.060 0.11
H -3.596 0.473 1.853 0.044 -0.061 -0.021 0.04
Br -0.875 -2.384 6.209 -0.173 -0.241 0.041 0.74
C -2.245 -3.194 5.176 0.366 0.331 -0.003 -0.72
C -2.959 -4.257 5.711 0.092 0.080 0.027 -0.11
C -3.959 -4.857 4.968 -0.016 -0.006 -0.036 -0.06
C -4.250 -4.402 3.693 0.040 0.042 0.011 -0.06
C -3.547 -3.334 3.159 0.000 0.089 -0.178 -0.14
C -2.544 -2.734 3.898 0.141 0.027 -0.036 -0.62
I -1.551 -0.998 3.178 -0.423 -0.223 0.727 1.27
H -2.731 -4.603 6.709 0.040 0.006 0.016 0.11
H -4.517 -5.680 5.388 -0.018 -0.061 0.041 0.12
H -5.029 -4.872 3.116 -0.085 -0.026 -0.098 0.11
H -3.783 -2.967 2.172 -0.017 0.017 -0.129 0.09
```
Positions in Å, forces in eV/Å.

The HOMO energy (spin up / spin down) is -10.998 / -10.959 eV. Its multiplicity is 3. Its net charge is +1.